123
Properties=species:S:1:pos:R:3 method="wB97M-V/def2-TZVPD" orbital_gap_ev=4.74 multiplicity=1 relative_energy_kcal_mol=0.0 total_energy_ev=-105349.7083 homo_ev=-15.1 total_charge=+5
N 1.450 0.455 0.283
S 1.191 -0.587 -0.845
O 0.797 -0.062 -2.083
O 0.674 -1.831 -0.385
F 2.770 -0.889 -1.139
S -0.007 0.414 1.159
O 0.116 -0.170 2.436
O -1.247 0.312 0.472
F -0.010 1.986 1.499
C -4.436 7.889 -0.799
C -3.477 7.607 0.303
O -3.588 7.875 1.417
N -2.273 6.735 -0.064
H -1.821 7.073 -0.937
H -1.457 6.924 0.542
C -2.620 5.263 -0.123
H -4.752 6.926 -1.210
H -3.913 8.388 -1.624
H -5.270 8.499 -0.477
H -2.951 4.988 0.870
H -1.689 4.775 -0.389
H -3.333 5.082 -0.912
C -0.791 2.555 6.483
C -0.363 1.137 6.293
O 0.747 0.805 6.101
N -1.469 0.148 6.214
H -2.258 0.561 5.712
H -1.146 -0.664 5.648
C -1.979 -0.320 7.586
H 0.049 3.227 6.354
H -1.183 2.728 7.492
H -1.603 2.833 5.804
H -2.945 -0.786 7.427
H -2.071 0.507 8.280
H -1.226 -1.048 7.866
C 1.083 3.332 -2.449
C 1.471 4.012 -1.181
O 1.158 5.045 -0.818
N 2.458 3.236 -0.321
H 2.104 2.263 -0.173
H 3.299 3.077 -0.900
C 2.831 3.891 0.955
H 1.944 2.977 -3.024
H 0.515 4.066 -3.007
H 0.554 2.407 -2.178
H 3.480 4.725 0.698
H 3.355 3.169 1.571
H 2.013 4.330 1.515
C -3.304 -2.217 2.524
C -3.378 -2.789 1.148
O -2.987 -2.255 0.185
N -4.242 -4.027 0.950
H -3.618 -4.839 0.807
H -4.709 -4.300 1.831
C -5.232 -3.915 -0.180
H -2.347 -1.726 2.663
H -3.438 -2.984 3.298
H -4.184 -1.586 2.690
H -4.684 -3.809 -1.112
H -5.749 -2.956 -0.128
H -5.953 -4.715 -0.072
C 2.240 -4.565 -1.857
C 0.734 -4.623 -1.892
O 0.076 -4.313 -2.768
N 0.090 -5.236 -0.655
H -0.696 -5.846 -0.917
H 0.786 -5.892 -0.270
C -0.164 -4.207 0.490
H 2.698 -4.829 -0.910
H 2.549 -3.549 -2.106
H 2.475 -5.186 -2.725
H -0.807 -3.466 0.027
H 0.812 -3.898 0.818
H -0.777 -4.758 1.201
C 5.594 -1.790 1.391
C 4.157 -1.609 1.751
O 3.347 -2.454 1.906
N 3.735 -0.150 2.017
H 4.586 0.398 1.859
H 2.984 0.123 1.312
C 3.228 -0.021 3.424
H 6.213 -1.666 2.291
H 5.909 -1.173 0.554
H 5.747 -2.858 1.233
H 2.753 0.936 3.625
H 4.038 -0.183 4.127
H 2.442 -0.766 3.512
C 4.371 -3.214 -4.716
C 5.848 -3.118 -4.854
O 6.582 -2.441 -4.268
N 6.473 -3.962 -5.944
H 7.422 -4.243 -5.645
H 6.024 -4.886 -6.052
C 6.550 -3.269 -7.286
H 4.178 -4.207 -4.302
H 3.816 -3.029 -5.638
H 3.925 -2.480 -4.047
H 6.718 -4.021 -8.051
H 7.406 -2.603 -7.249
H 5.649 -2.708 -7.512
C -3.892 2.551 -3.782
C -3.578 2.435 -2.361
O -2.595 2.810 -1.873
N -4.717 1.983 -1.477
H -5.219 2.843 -1.220
H -5.354 1.423 -2.066
C -4.367 1.040 -0.312
H -4.938 2.808 -3.998
H -3.749 1.606 -4.350
H -3.283 3.346 -4.197
H -5.263 0.500 -0.036
H -3.832 1.555 0.470
H -3.686 0.329 -0.781
O 0.167 0.688 -4.798
C -1.095 0.553 -5.402
O -1.878 -0.325 -4.877
O -1.350 1.237 -6.404
H -0.041 0.005 -4.107
O 0.294 -2.928 2.971
C -0.467 -3.377 4.073
O -0.559 -4.596 4.169
O -1.031 -2.521 4.864
H 0.372 -1.954 3.075

---

120
Properties=species:S:1:pos:R:3 method="wB97M-V/def2-TZVPD" orbital_gap_ev="5.54 / 8.03" multiplicity=10 total_energy_ev=-153133.2240 homo_ev="-7.7 / -10.6" total_charge=+1
Cr 2.140 0.673 2.199
Cr -3.428 -2.232 1.970
P -2.630 0.704 3.740
F -1.195 -0.068 3.520
F -2.236 1.691 2.438
F -3.476 -0.213 2.691
F -3.978 1.488 4.096
F -2.884 -0.328 4.985
F -1.886 1.705 4.787
O -1.602 -1.637 1.226
P -0.350 -1.158 0.494
O 0.696 -0.302 1.147
F -0.814 -0.381 -0.851
F 0.412 -2.504 -0.074
C 1.797 2.937 -7.445
O 1.882 3.971 -6.462
C 0.663 4.538 -5.990
C -0.247 3.569 -5.224
N 0.427 3.026 -3.992
C -0.504 2.376 -3.071
C -1.296 3.435 -2.200
O -0.565 4.223 -1.428
C -1.357 4.961 -0.408
H 1.359 3.290 -8.379
H 1.267 2.057 -7.082
H 2.793 2.582 -7.709
H 0.140 4.934 -6.861
H 1.103 5.318 -5.369
H -0.508 2.652 -5.752
H -1.121 4.126 -4.888
H 0.852 3.800 -3.503
H -0.030 1.615 -2.450
H -1.208 1.702 -3.559
H -2.014 2.812 -1.667
H -1.930 4.032 -2.855
H -1.805 4.309 0.342
H -2.278 5.416 -0.770
H -0.831 5.783 0.078
C 3.258 0.834 -0.935
O 2.763 1.512 0.222
C 1.758 2.507 0.034
C 1.472 3.228 1.368
N 0.804 2.342 2.318
C 0.737 3.131 3.568
C -0.484 4.105 3.752
O -0.112 5.348 3.205
C -0.927 6.451 3.605
H 2.382 0.555 -1.522
H 3.969 0.027 -0.760
H 3.846 1.504 -1.563
H 0.855 2.029 -0.346
H 2.069 3.211 -0.737
H 0.710 3.984 1.174
H 2.325 3.818 1.700
H -0.191 2.386 2.150
H 1.632 3.701 3.818
H 0.718 2.439 4.410
H -0.681 4.313 4.804
H -1.429 3.805 3.299
H -1.804 6.686 3.002
H -0.358 7.378 3.544
H -1.262 6.419 4.642
C -4.057 -0.211 -0.800
O -4.360 -1.352 0.059
C -5.018 -2.376 -0.655
C -5.267 -3.618 0.272
N -4.111 -4.118 1.042
C -3.091 -4.696 0.149
C -1.956 -5.478 0.930
O -1.039 -4.496 1.361
C 0.207 -5.071 1.828
H -3.277 0.427 -0.383
H -4.920 0.432 -0.972
H -3.663 -0.490 -1.778
H -4.431 -2.737 -1.500
H -5.970 -1.997 -1.028
H -5.794 -4.384 -0.298
H -5.932 -3.176 1.014
H -4.649 -4.895 1.399
H -2.655 -4.007 -0.574
H -3.430 -5.545 -0.444
H -1.454 -6.235 0.328
H -2.322 -6.057 1.779
H 0.969 -5.087 1.050
H 0.064 -6.006 2.370
H 0.710 -4.336 2.455
C 3.313 -3.661 2.433
C 2.559 -2.299 2.451
C 2.286 -1.767 3.876
O 1.567 -0.511 3.932
C 1.142 -0.207 5.251
N 3.314 -1.357 1.682
H 3.367 -4.005 1.400
H 2.897 -4.523 2.955
H 4.355 -3.635 2.750
H 1.589 -2.362 1.957
H 3.201 -1.497 4.404
H 1.808 -2.550 4.463
H 1.834 0.385 5.851
H 0.814 -1.127 5.735
H 0.286 0.467 5.213
H 3.351 -1.803 0.777
H 4.237 -1.606 2.008
C 3.130 -4.675 -1.518
C 3.050 -3.206 -2.096
C 1.868 -2.971 -3.069
O 1.987 -1.644 -3.559
C 0.883 -1.374 -4.414
N 2.815 -2.312 -1.035
H 2.188 -4.826 -0.991
H 3.969 -4.776 -0.830
H 3.212 -5.445 -2.285
H 3.924 -2.924 -2.682
H 0.912 -3.300 -2.663
H 2.058 -3.655 -3.896
H 0.713 -2.142 -5.169
H 0.953 -0.405 -4.909
H 0.016 -1.293 -3.759
H 1.897 -2.523 -0.670
H 2.542 -1.577 -1.672

---

122
Properties=species:S:1:pos:R:3 method="wB97M-V/def2-TZVPD" orbital_gap_ev=9.05 multiplicity=1 relative_energy_kcal_mol=90.3 total_energy_ev=-82023.7003 homo_ev=-9.2 total_charge=0 smiles="C[N+](=O)[O-].C[N+](=O)[O-].C[N+](=O)[O-].C[N+](=O)[O-].C[N+](=O)[O-].C[N+](=O)[O-].COCCOC.COCCOC.COCCOC.COCCOC.COCCOC"
C -0.252 -0.218 0.563
N -1.006 0.106 -0.667
O -0.515 -0.209 -1.726
O -2.045 0.729 -0.478
H -0.229 0.684 1.175
H 0.719 -0.522 0.169
H -0.617 -1.084 1.115
C 5.327 3.415 -3.382
N 4.069 2.676 -3.263
O 3.662 2.158 -4.335
O 3.595 2.553 -2.123
H 5.826 3.338 -2.416
H 4.977 4.445 -3.436
H 5.954 3.005 -4.175
C -4.000 -2.321 -4.971
N -4.538 -2.591 -6.284
O -5.297 -1.761 -6.636
O -4.244 -3.666 -6.798
H -2.923 -2.165 -5.047
H -4.230 -3.192 -4.357
H -4.507 -1.443 -4.571
C -1.804 2.197 5.266
N -2.781 1.411 4.502
O -3.814 1.964 4.162
O -2.481 0.258 4.279
H -1.357 1.504 5.980
H -2.305 3.053 5.717
H -1.028 2.539 4.581
C 0.749 7.392 0.054
N 0.771 6.304 1.076
O 1.740 6.327 1.889
O -0.097 5.463 1.008
H 0.756 8.286 0.678
H -0.113 7.245 -0.597
H 1.664 7.362 -0.537
C -0.084 -4.240 6.044
N 0.956 -3.218 5.661
O 1.451 -2.464 6.493
O 1.154 -3.124 4.489
H -1.059 -3.980 5.632
H -0.107 -4.380 7.125
H 0.284 -5.181 5.634
C -8.223 -0.086 -0.572
O -8.755 -1.162 0.187
C -9.403 -0.717 1.353
C -10.572 -1.690 1.748
O -11.443 -2.035 0.667
C -11.987 -3.325 0.803
H -7.451 0.472 -0.042
H -9.010 0.610 -0.862
H -7.747 -0.445 -1.484
H -9.939 0.222 1.213
H -8.686 -0.518 2.149
H -11.258 -1.238 2.465
H -10.064 -2.544 2.195
H -12.550 -3.618 -0.084
H -12.691 -3.275 1.633
H -11.220 -4.074 1.001
C 5.007 2.296 3.405
O 6.223 2.976 3.602
C 6.098 4.388 3.320
C 7.482 5.085 3.419
O 7.919 5.212 4.765
C 9.211 5.903 4.754
H 4.491 2.509 2.469
H 4.361 2.586 4.233
H 5.042 1.215 3.546
H 5.445 4.843 4.065
H 5.727 4.522 2.304
H 7.402 6.104 3.040
H 8.299 4.531 2.957
H 9.608 5.806 5.764
H 9.082 6.967 4.554
H 9.943 5.508 4.050
C 1.048 -5.374 -3.839
O 0.562 -5.462 -2.471
C -0.736 -6.075 -2.463
C -1.350 -6.193 -1.057
O -1.729 -4.975 -0.487
C -2.502 -5.128 0.645
H 2.134 -5.422 -3.760
H 0.869 -4.441 -4.372
H 0.767 -6.157 -4.543
H -0.631 -7.083 -2.865
H -1.383 -5.444 -3.073
H -0.616 -6.609 -0.367
H -2.147 -6.919 -1.222
H -1.996 -5.677 1.440
H -3.343 -5.795 0.454
H -2.825 -4.147 0.993
C -3.201 3.560 -4.959
O -2.385 4.703 -5.446
C -1.081 4.570 -5.023
C -0.235 5.807 -5.382
O -0.619 7.061 -4.806
C -1.789 7.686 -5.346
H -4.155 3.615 -5.483
H -3.448 3.465 -3.902
H -2.846 2.602 -5.340
H -0.631 3.611 -5.279
H -1.074 4.663 -3.937
H -0.105 5.993 -6.448
H 0.762 5.542 -5.029
H -1.502 8.104 -6.311
H -2.107 8.495 -4.688
H -2.616 6.984 -5.447
C 7.294 -6.994 0.838
O 6.200 -6.124 1.296
C 5.869 -5.228 0.232
C 4.834 -4.192 0.783
O 5.591 -3.218 1.522
C 6.160 -3.681 2.797
H 7.430 -7.759 1.602
H 8.212 -6.436 0.650
H 7.038 -7.541 -0.069
H 5.379 -5.681 -0.630
H 6.718 -4.691 -0.189
H 4.178 -4.744 1.456
H 4.245 -3.764 -0.028
H 6.980 -4.375 2.611
H 5.509 -3.981 3.619
H 6.709 -2.834 3.208

---

122
Properties=species:S:1:pos:R:3 method="wB97M-V/def2-TZVPD" orbital_gap_ev="8.96 / 3.13" multiplicity=2 total_energy_ev=-82014.7984 homo_ev="-11.3 / -11.3" total_charge=+1
C 13.740 -2.050 3.685
N 13.121 -1.259 2.621
O 12.910 -1.879 1.574
O 12.485 -0.294 2.998
H 14.144 -3.002 3.340
H 12.968 -2.240 4.431
H 14.537 -1.373 3.993
C 14.868 0.464 -2.040
N 15.405 -0.553 -1.015
O 14.735 -0.850 -0.068
O 16.379 -1.145 -1.461
H 14.394 1.227 -1.423
H 14.189 -0.009 -2.750
H 15.758 0.794 -2.576
C 12.309 -3.696 -5.268
N 11.681 -2.646 -4.343
O 12.376 -1.719 -3.974
O 10.529 -2.678 -4.150
H 12.020 -4.712 -4.997
H 13.398 -3.674 -5.228
H 11.858 -3.616 -6.257
C 16.048 -3.074 -4.034
N 16.205 -2.379 -5.302
O 16.031 -1.208 -5.222
O 16.504 -2.975 -6.328
H 16.826 -2.642 -3.406
H 16.063 -4.151 -4.204
H 15.035 -2.835 -3.710
C 11.812 0.022 -0.540
N 10.715 -0.110 -1.585
O 9.758 -0.783 -1.157
O 10.852 0.428 -2.717
H 12.446 -0.864 -0.493
H 11.346 0.204 0.428
H 12.427 0.884 -0.800
C 17.267 1.244 1.635
N 16.282 1.372 2.730
O 16.160 2.397 3.427
O 15.585 0.420 2.858
H 16.631 0.997 0.786
H 17.962 0.415 1.772
H 17.774 2.198 1.488
C 8.949 2.206 -5.031
O 9.992 2.348 -6.050
C 11.119 1.441 -5.970
C 12.252 1.876 -5.012
O 13.221 2.679 -5.656
C 14.556 2.038 -5.876
H 7.971 2.577 -5.337
H 9.134 2.629 -4.043
H 8.770 1.153 -4.812
H 11.501 1.281 -6.978
H 10.616 0.512 -5.701
H 12.615 1.051 -4.400
H 11.694 2.504 -4.318
H 15.019 1.684 -4.955
H 15.224 2.704 -6.423
H 14.386 1.221 -6.578
C 19.801 -2.572 4.393
O 18.915 -2.617 3.295
C 18.467 -3.907 2.854
C 17.627 -3.960 1.549
O 18.404 -4.254 0.299
C 18.020 -3.451 -0.781
H 20.837 -2.865 4.226
H 19.499 -3.073 5.312
H 19.847 -1.518 4.669
H 17.918 -4.318 3.701
H 19.347 -4.530 2.692
H 16.999 -3.069 1.519
H 16.871 -4.727 1.716
H 18.423 -2.439 -0.727
H 16.960 -3.307 -0.992
H 18.461 -3.853 -1.693
C 20.867 3.915 -2.876
O 20.005 2.753 -2.857
C 20.340 1.606 -1.970
C 19.567 0.350 -2.225
O 20.180 -0.692 -1.542
C 21.262 -1.344 -2.310
H 20.869 4.583 -2.014
H 20.600 4.389 -3.820
H 21.836 3.427 -2.978
H 20.166 1.944 -0.949
H 21.389 1.343 -2.112
H 19.393 0.093 -3.270
H 18.535 0.252 -1.889
H 22.136 -0.694 -2.361
H 21.016 -1.598 -3.341
H 21.706 -2.193 -1.789
C 15.930 -6.912 -4.607
O 16.284 -6.282 -3.365
C 15.587 -6.495 -2.145
C 14.077 -6.156 -2.105
O 13.739 -4.740 -2.238
C 13.857 -3.933 -1.127
H 15.213 -6.321 -5.177
H 15.725 -7.982 -4.565
H 16.863 -6.973 -5.168
H 16.061 -5.954 -1.326
H 15.525 -7.535 -1.824
H 13.655 -6.588 -1.198
H 13.495 -6.599 -2.913
H 13.512 -4.547 -0.295
H 13.122 -3.146 -1.293
H 14.850 -3.560 -0.874
C 17.623 5.851 -3.844
O 16.431 5.162 -3.467
C 16.599 3.815 -3.083
C 17.328 3.498 -1.716
O 16.518 3.248 -0.575
C 15.925 4.436 -0.019
H 17.484 6.906 -4.080
H 18.042 5.450 -4.768
H 18.355 5.769 -3.041
H 17.171 3.364 -3.893
H 15.600 3.381 -3.138
H 18.097 4.241 -1.503
H 17.903 2.575 -1.791
H 15.266 4.983 -0.693
H 16.688 5.200 0.129
H 15.282 4.329 0.855